Entry 1:
56
Properties=species:S:1:pos:R:3 method="wB97M-V/def2-TZVPD" homo_lumo_gap_ev=4.32 de_lowest_kcal_mol=0.00 total_charge=+2
O 5.17912 -2.61368 -0.20321
S 5.77494 -2.15416 1.06293
O 7.19185 -2.50858 1.06122
C 5.56636 -0.30408 1.22302
N 4.15689 0.02113 0.85582
C 3.86096 0.15195 -0.48783
C 2.49685 0.43145 -0.92283
C 1.41936 0.59589 0.08747
C -0.00926 0.85913 -0.42317
C -0.35233 1.52867 -1.69244
C -1.78656 1.64902 -2.02751
N -2.78500 1.17484 -1.19372
C -4.20708 1.30752 -1.62112
C -4.73038 0.14130 -2.55115
C -4.11044 -1.28293 -2.25084
C -2.64522 -1.48759 -2.79468
S -2.29943 -3.19263 -3.39613
C -0.52016 -3.11017 -3.78860
N 0.35051 -4.09644 -4.11965
N 1.52671 -3.41696 -4.25758
C 1.40365 -2.08913 -4.04991
O 0.05394 -1.85295 -3.75011
C -2.51701 0.55764 0.00877
C -1.12725 0.38763 0.42959
C 1.78953 0.45937 1.51372
C 3.19379 0.17675 1.85317
H 5.10851 -2.78130 2.11641
H 6.31404 0.21536 0.57133
H 5.68013 -0.05142 2.30903
H 4.67178 0.04418 -1.25141
H 2.27938 0.50470 -2.01661
H 0.43856 1.91259 -2.37537
H -2.01256 2.13345 -3.01285
H -4.83992 1.47006 -0.70299
H -4.29104 2.26221 -2.22220
H -5.84009 0.05213 -2.34809
H -4.63417 0.33474 -3.65072
H -4.21998 -1.49204 -1.14376
H -4.79324 -2.03592 -2.75198
H -1.94204 -1.30177 -1.92349
H -2.34724 -0.76503 -3.60677
H 2.20170 -1.31356 -4.08568
H -3.31445 0.15424 0.67747
H -0.89321 -0.13377 1.39660
H 1.01309 0.55996 2.31939
H 3.55122 0.07964 2.91347
N -1.28124 1.55692 3.99535
C -0.78332 0.71554 4.96027
C -0.42899 1.47951 6.04112
C -0.72817 2.83061 5.72268
C -1.25448 2.84801 4.45786
H -1.61488 1.27116 3.09307
H -0.72491 -0.34895 4.79180
H -0.00348 1.11022 6.96099
H -0.57501 3.69276 6.35241
H -1.61033 3.66276 3.84739

Entry 2:
53
Properties=species:S:1:pos:R:3 method="wB97M-V/def2-TZVPD" homo_lumo_gap_ev=8.10 smiles=c1cncc(-c2nc(NCCCN3CCOCC3)c3c4c(sc3n2)CCC4)c1 de_lowest_kcal_mol=12.78
C -5.64715 -0.11212 1.21009
C -4.41497 0.48021 1.00388
C -3.49878 -0.15012 0.16274
C -3.88122 -1.35683 -0.42544
N -5.05632 -1.92200 -0.22990
C -5.91863 -1.31229 0.56796
H -6.86949 -1.81371 0.69526
H -3.19931 -1.88074 -1.08044
C -2.18284 0.43487 -0.09066
N -1.87194 1.54074 0.57276
C -0.67324 2.03704 0.32689
C 0.25324 1.48230 -0.57576
C -0.18967 0.29969 -1.22187
N -1.39313 -0.19584 -0.95984
N 0.58811 -0.33015 -2.12545
H 1.53685 -0.00344 -2.21599
C 0.28173 -1.62684 -2.67565
H 0.51598 -1.61147 -3.74568
C 1.06782 -2.75175 -1.99478
C 0.66183 -2.95838 -0.51503
N 1.70284 -2.78902 0.47611
C 2.21724 -1.44186 0.60512
C 3.09980 -1.37075 1.85204
O 4.15994 -2.29466 1.78021
C 3.66008 -3.60487 1.64209
C 2.79464 -3.73909 0.38742
H 2.38085 -4.74765 0.33198
H 3.43242 -3.56917 -0.49821
H 4.53070 -4.26050 1.58581
H 3.05703 -3.86746 2.52367
H 3.55642 -0.38387 1.94913
H 2.48244 -1.57745 2.73847
H 1.37977 -0.75049 0.71418
H 2.82303 -1.13828 -0.26900
H 0.26814 -3.96898 -0.38097
H -0.13760 -2.25913 -0.25934
H 2.13375 -2.51899 -2.05447
H 0.90643 -3.67080 -2.55861
H -0.78977 -1.78245 -2.54694
C 1.45120 2.23947 -0.60946
C 1.42022 3.30422 0.23211
S -0.05742 3.46849 1.12008
C 2.68387 4.09061 0.24018
H 3.24136 3.90675 1.16294
H 2.51413 5.16452 0.16234
C 3.41993 3.52182 -0.99260
H 3.27417 4.19390 -1.83849
H 4.48990 3.42821 -0.81736
C 2.77050 2.15505 -1.31294
H 3.36668 1.33277 -0.90474
H 2.67013 2.00751 -2.39000
H -4.14372 1.41340 1.47317
H -6.38341 0.34522 1.85333

Entry 3:
53
Properties=species:S:1:pos:R:3 method="wB97M-V/def2-TZVPD" homo_lumo_gap_ev=8.57 smiles="C=CCNC(=S)NNc1nc2c(c(=O)[nH]1)C1(CCCCC1)Cc1ccccc1-2" de_lowest_kcal_mol=0.00
C -8.04371 -0.56339 1.34291
C -6.78410 -0.63034 1.72711
C -5.75015 0.39788 1.36610
N -4.70890 -0.16752 0.53281
C -4.76663 -0.15298 -0.80808
S -5.83678 0.71566 -1.70766
N -3.82876 -0.90131 -1.47306
N -2.77598 -1.53003 -0.82385
C -1.54472 -0.91850 -0.70054
N -0.51289 -1.66662 -0.50061
C 0.68045 -1.05082 -0.25448
C 0.83342 0.31476 -0.17915
C -0.28744 1.14807 -0.54745
O -0.32504 2.34917 -0.73208
N -1.48329 0.42892 -0.74096
H -2.29565 0.99006 -0.97477
C 2.19572 0.92687 0.10953
C 3.00550 -0.06453 0.96170
C 3.01679 -1.44648 0.39428
C 4.13620 -2.26066 0.43583
C 4.08092 -3.55729 -0.04865
C 2.89832 -4.05350 -0.57344
C 1.77531 -3.25023 -0.62370
C 1.82939 -1.94419 -0.14588
H 0.84751 -3.61350 -1.03638
H 2.85555 -5.06606 -0.94665
H 4.96162 -4.18174 -0.01478
H 5.05850 -1.87974 0.85129
H 4.02617 0.29050 1.08912
H 2.54681 -0.11134 1.95671
C 2.07503 2.25470 0.87733
H 1.37838 2.90434 0.35056
C 3.40749 2.98935 0.99660
C 3.99344 3.25267 -0.38602
C 4.18566 1.94127 -1.13924
C 2.86295 1.19000 -1.25526
H 2.17207 1.78809 -1.85366
H 3.01857 0.23688 -1.76804
H 4.92638 1.32479 -0.62610
H 4.56801 2.14127 -2.14272
H 3.30861 3.89137 -0.94767
H 4.94778 3.77646 -0.29681
H 4.11730 2.41501 1.59545
H 3.23998 3.93755 1.51213
H 1.66612 2.06020 1.87253
H -2.71508 -2.53558 -0.94489
H -3.79094 -0.76006 -2.47759
H -4.08566 -0.84153 0.95794
H -5.27779 0.79873 2.26841
H -6.21007 1.21248 0.80318
H -6.42341 -1.46551 2.31451
H -8.76173 -1.32134 1.60587
H -8.40719 0.25776 0.74826

Entry 4:
51
Properties=species:S:1:pos:R:3 method="wB97M-V/def2-TZVPD" homo_lumo_gap_ev=9.56 smiles="Cc1ccc(S(=O)(=O)Cc2ccc(C(=O)N3CCC(C)CC3)cc2)cc1" de_lowest_kcal_mol=29.92
C -0.57843 -3.96343 -0.25793
C -1.47707 -2.77332 -0.33749
C -1.27108 -1.82692 -1.33890
C -2.02975 -0.67472 -1.38646
C -3.00467 -0.46868 -0.42835
C -3.25962 -1.41101 0.54693
C -2.49833 -2.56684 0.58356
H -2.68374 -3.30523 1.35005
H -4.04525 -1.22640 1.26322
S -3.78775 1.13656 -0.32536
O -3.58920 1.84338 -1.56284
O -5.13374 1.00923 0.16875
C -2.79197 2.01093 0.98131
C -1.43311 1.42704 0.93677
C -0.56322 1.76177 -0.09657
C 0.63368 1.08901 -0.25290
C 0.98461 0.06820 0.62364
C 0.13142 -0.25175 1.67178
C -1.06054 0.42773 1.83064
H -1.72166 0.16533 2.64342
H 0.39921 -1.04656 2.35164
C 2.19739 -0.77665 0.37594
O 2.08541 -1.91204 -0.06165
N 3.39181 -0.22619 0.65730
C 3.60205 1.10017 1.17827
H 2.65506 1.51146 1.53000
C 4.22576 2.00827 0.10736
C 5.15854 1.21303 -0.82651
C 4.44532 0.78849 -2.10999
H 5.11767 0.20944 -2.73930
H 4.12857 1.66542 -2.67112
H 3.56959 0.18202 -1.89740
C 5.72133 0.00295 -0.07444
C 4.60772 -0.95712 0.35108
H 4.36601 -1.66579 -0.44431
H 4.92174 -1.53629 1.22860
H 6.26521 0.35901 0.80290
H 6.43116 -0.53282 -0.70535
H 5.99802 1.85605 -1.11185
H 4.77950 2.80393 0.60753
H 3.43804 2.47708 -0.48293
H 4.27718 1.01864 2.03768
H 1.28638 1.33673 -1.07692
H -0.84949 2.53068 -0.79823
H -3.30796 1.84014 1.92071
H -2.82813 3.05927 0.69987
H -1.88061 0.07738 -2.14467
H -0.48717 -1.99039 -2.06246
H -0.62884 -4.54388 -1.17751
H -0.84171 -4.60508 0.57849
H 0.44914 -3.61956 -0.13900

Entry 5:
53
Properties=species:S:1:pos:R:3 method="wB97M-V/def2-TZVPD" homo_lumo_gap_ev=8.74 smiles="COCCOC(=O)c1[nH]c2c(c1C)C(=O)C[C@@H](c1ccc(OC)c(OC)c1)C2" de_lowest_kcal_mol=68.36
C 7.42513 -3.68222 -2.08374
H 8.15839 -4.21814 -2.68334
O 6.16298 -4.09976 -2.54553
C 5.07625 -3.66744 -1.77124
C 4.72096 -2.18524 -1.98214
H 5.57436 -1.54092 -1.76302
H 4.38818 -2.03341 -3.01398
O 3.70580 -1.77824 -1.07604
C 2.44172 -2.10951 -1.39573
O 2.13074 -2.70097 -2.40912
C 1.47699 -1.68272 -0.40180
C 1.58660 -1.01317 0.80748
C 0.26796 -0.92400 1.32446
C -0.59046 -1.52937 0.40797
N 0.14502 -1.97623 -0.61617
H -0.17235 -2.45460 -1.44603
C -2.06006 -1.66283 0.54644
H -2.29182 -2.68233 0.87555
H -2.55426 -1.50685 -0.41561
C -2.60456 -0.66411 1.58590
C -2.85022 0.70484 0.99472
C -1.84668 1.48867 0.44790
C -2.13909 2.73777 -0.07008
C -3.42801 3.25560 -0.06579
C -4.45549 2.47399 0.49210
C -4.13736 1.22004 1.00368
H -4.95449 0.65181 1.42180
O -5.77919 2.78630 0.59004
C -6.25351 4.07976 0.29186
H -5.75156 4.84185 0.89185
H -6.13921 4.32101 -0.76673
H -7.31310 4.05769 0.54736
O -3.74462 4.48781 -0.58502
C -2.70995 5.29387 -1.08907
H -1.96253 5.51993 -0.32185
H -3.19201 6.21838 -1.40457
H -2.21963 4.83128 -1.95190
H -1.33161 3.31659 -0.48825
H -0.82621 1.14535 0.41967
C -1.69180 -0.59975 2.81955
C -0.22466 -0.30857 2.54688
O 0.44992 0.34022 3.31829
H -1.71330 -1.57084 3.32561
H -2.06667 0.14790 3.52044
H -3.57638 -1.03988 1.92361
C 2.82191 -0.50081 1.44917
H 2.56721 0.03646 2.35782
H 3.49033 -1.32601 1.69059
H 3.35449 0.16003 0.76789
H 5.26688 -3.83580 -0.69976
H 4.22703 -4.28033 -2.08412
H 7.57863 -2.60540 -2.21171
H 7.56331 -3.93773 -1.02630

Entry 6:
49
Properties=species:S:1:pos:R:3 method="wB97M-V/def2-TZVPD" homo_lumo_gap_ev="5.33 / 5.34" de_lowest_kcal_mol=69.92 total_charge=+1
C -2.15118 2.30346 0.10817
C -1.19668 2.40306 -0.93398
C -1.15507 1.16079 -1.59936
H -0.60727 3.27134 -1.17577
C -2.07325 0.29895 -0.96642
C -2.69343 0.99645 0.09014
H -3.44530 0.61004 0.75766
H -2.42208 3.08961 0.79133
H -0.51584 0.90369 -2.42426
H -2.22827 -0.73916 -1.21457
C 1.56358 1.30547 1.86606
C 0.68396 2.38079 2.07253
C -0.47220 1.88383 2.72074
H 0.84583 3.40016 1.76374
C -0.30641 0.49371 2.91796
C 0.95432 0.14105 2.37974
H 1.36749 -0.85246 2.32585
H 2.51069 1.34650 1.35795
H -1.32811 2.46401 3.01905
H -1.00353 -0.16644 3.40667
Ti -0.41988 0.86029 0.63089
O 0.73750 -2.64442 -0.92228
C 1.19380 -2.57059 -2.26916
C 0.43599 -3.73468 -1.79954
H 0.70833 -1.82219 -2.88821
H 2.26648 -2.66761 -2.40341
H -0.61080 -3.78944 -2.08718
H -0.28011 -6.12278 -2.78890
C 0.58994 -6.18889 -2.14694
C 1.08200 -5.04007 -1.53313
C 2.18937 -5.14125 -0.69560
H 2.55230 -4.25412 -0.19489
C 2.79790 -6.36846 -0.48556
H 3.65404 -6.43624 0.17267
C 2.30975 -7.50872 -1.10947
H 2.78536 -8.46602 -0.94233
C 1.20207 -7.41576 -1.94002
H 0.80962 -8.30102 -2.42269
C -0.37128 5.87162 -0.32228
C -0.54385 5.11888 0.99528
C -1.80713 5.57455 1.72508
O -0.60043 3.70986 0.74578
H -1.22792 5.67218 -1.00052
H 0.56706 5.54601 -0.81936
H -0.30751 6.96506 -0.13464
H 0.32532 5.38554 1.63489
H -2.71024 5.38445 1.10752
H -1.90324 5.02666 2.68613
H -1.75168 6.66233 1.94463

Entry 7:
53
Properties=species:S:1:pos:R:3 method="wB97M-V/def2-TZVPD" homo_lumo_gap_ev=5.00 de_lowest_kcal_mol=0.66 total_charge=+1
C -5.54318 0.72445 1.91279
C -4.48693 -0.13981 1.43268
C -4.47357 -1.43032 0.97020
C -3.09888 -1.75817 0.75799
C -2.34264 -0.66736 1.12796
B -0.79510 -0.49473 1.60224
O -0.36252 0.76548 1.10967
C -0.50995 1.78896 2.10654
C -0.59089 1.13402 3.48292
N -0.75868 -0.35663 3.25757
C -1.89695 -0.91829 4.02723
C 0.41189 -1.23978 3.57799
C 0.30581 -2.34821 2.53314
O -0.10601 -1.72600 1.29647
O -3.20651 0.35015 1.47830
H -6.50370 0.22609 1.76300
H -5.44974 0.93178 2.98687
H -5.56864 1.67195 1.36564
H -5.32751 -2.09198 0.84362
H -2.71845 -2.71940 0.42259
H 0.34763 2.46824 2.01806
H -1.41437 2.37344 1.87514
H 0.32698 1.33286 4.05244
H -1.47646 1.51292 4.01032
H -1.56654 -1.05683 5.06995
H -2.76587 -0.24461 4.02449
H -2.18095 -1.90011 3.62117
H 1.35274 -0.68961 3.48169
H 0.34295 -1.63451 4.60315
H 1.25746 -2.87693 2.35670
H -0.45902 -3.07877 2.85423
Cl 2.31816 3.61995 -4.22186
C 2.08162 2.66124 -2.82815
C 1.94045 3.29898 -1.58047
C 1.82222 2.52222 -0.43347
C 1.79365 1.10646 -0.50135
C 1.97070 0.32132 0.68979
C 2.59231 -1.03673 0.59150
C 3.47510 -1.19475 1.88269
C 3.21257 0.07487 2.62529
C 2.32889 0.89008 1.94670
C 1.78074 0.50240 -1.78957
C 1.96809 1.26171 -2.93979
H 1.94883 4.38634 -1.50663
H 1.78599 3.00798 0.54349
H 1.79460 -1.78526 0.56106
H 3.19086 -1.17587 -0.31997
H 3.17890 -2.09828 2.43735
H 4.53378 -1.29202 1.60124
H 3.65950 0.30488 3.59773
H 2.00139 1.85879 2.34581
H 1.64279 -0.58336 -1.86865
H 2.03254 0.79197 -3.92252

Entry 8:
52
Properties=species:S:1:pos:R:3 method="wB97M-V/def2-TZVPD" homo_lumo_gap_ev=6.04
Be -0.48937 -0.08940 -0.90558
C -1.78688 2.33227 -1.19487
N -2.12013 0.89559 -1.08785
C -2.70830 0.46664 -2.36959
C -3.18103 0.70384 -0.03782
C -1.86127 -0.95319 1.47661
C -2.30941 -2.08114 2.30608
C -1.71275 -3.27906 2.25572
C -0.72950 -3.58442 1.23304
C -0.40604 -2.67690 0.29824
C -0.82827 -1.26885 0.33236
H -2.67387 2.91434 -1.46809
H -1.01138 2.47664 -1.94626
H -1.40425 2.68107 -0.23891
H -3.66409 0.97125 -2.54844
H -2.87988 -0.61044 -2.35016
H -2.03871 0.71770 -3.19249
H -3.89670 -0.00826 -0.44788
H -3.70807 1.65687 0.06026
H -3.16720 -1.92786 2.95463
H -2.05282 -4.07612 2.90715
H -0.36310 -4.60155 1.15484
H 0.17094 -3.01299 -0.56441
C 2.04451 1.20916 -1.22928
N 0.82211 0.83161 -0.57557
C 0.57368 1.41744 0.65440
C -0.20236 0.82119 1.58450
C -1.10415 1.62340 2.42362
C -2.40049 1.33008 2.33122
C -2.83703 0.21746 1.39048
N -0.47168 -0.58262 1.60748
C 3.29546 0.62505 -0.59321
C 4.44789 1.38453 -0.44544
C 5.59204 0.84028 0.12787
C 5.59048 -0.47424 0.56823
C 4.43511 -1.23811 0.44116
C 3.29854 -0.68863 -0.13057
H 2.16475 2.30430 -1.26536
H 2.00093 0.87651 -2.27480
H 0.86284 2.46460 0.80074
H -0.73112 2.45488 3.01336
H -3.16073 1.87084 2.88533
H -3.80065 -0.15304 1.74673
H 4.45334 2.41734 -0.77920
H 6.48148 1.44815 0.23973
H 6.47664 -0.89785 1.02364
H 4.41490 -2.25763 0.80624
H 2.37892 -1.26560 -0.16751
N -0.06683 -0.91514 -2.49575
H 0.15079 -0.30480 -3.27642
H -0.69250 -1.64398 -2.81972
H 0.80518 -1.36121 -2.21847

Entry 9:
54
Properties=species:S:1:pos:R:3 method="wB97M-V/def2-TZVPD" homo_lumo_gap_ev=8.46 smiles="Cc1cc(OCc2cc(C(=O)N3CCN(CC4CC4)CC3)no2)cc(C)c1Cl" de_lowest_kcal_mol=386.87
C 2.04880 0.25699 2.50792
C 2.22085 -0.98523 1.66211
C 1.34952 -2.15030 1.94394
C 1.69460 -3.36401 1.26854
C 2.84240 -3.45770 0.17705
C 3.61324 -2.39477 0.11520
C 3.43293 -1.16191 0.90569
Cl 4.24776 0.08588 0.27400
C 4.59952 -2.60585 -1.02333
H 4.64325 -3.46139 -1.42322
H 5.42051 -2.42487 -0.43157
H 4.39933 -1.95735 -1.79197
H 2.98498 -4.38052 -0.29879
O 0.86300 -4.55566 1.54335
C -0.22567 -4.50497 2.12468
C -1.08606 -3.37936 1.83282
C -1.26855 -2.84521 0.42314
C -2.15992 -1.80941 0.67002
N -2.60561 -1.63068 1.79025
O -1.82247 -2.58603 2.68599
C -2.78839 -1.05957 -0.54959
O -3.84029 -1.40910 -0.87232
N -2.22310 0.09678 -0.68758
C -0.98979 0.62080 0.14994
H -0.74209 -0.32422 0.45323
C -1.44305 1.93110 0.71928
N -1.86229 2.99603 -0.09289
C -3.24676 2.29844 -0.85712
C -2.61715 1.12192 -1.54285
H -3.54738 0.75342 -2.10205
H -2.04081 1.31207 -2.44598
H -3.42996 3.07376 -1.62204
H -3.94416 2.07935 -0.14724
C -1.05986 3.96004 -0.67370
C -0.16183 3.55056 -1.76197
C -0.88838 3.52530 -3.12846
C 0.23347 4.56774 -2.85059
H 1.26063 4.69049 -2.76984
H -0.15579 5.59238 -2.51002
H -0.36535 2.71862 -3.72184
H -1.68940 4.03749 -3.29243
H 0.50016 2.73991 -1.21400
H -1.76453 4.66740 -0.94227
H -0.44116 4.39109 0.19545
H -0.50051 2.16501 1.22994
H -2.12378 1.71490 1.44243
H -0.14606 0.99116 -0.78271
H -0.96849 -3.19897 -0.53532
H -0.14324 -4.31884 3.21880
H -0.69710 -5.55237 2.25389
H 0.70833 -2.14841 2.73493
H 1.87491 0.97269 1.69364
H 2.80327 0.50398 2.90240
H 1.24750 0.25138 3.15304